[1]
Entry from the OMol25 dataset: a 2-piece molecular cluster, C2H4O2S3 overall (ωB97M-V with the def2-TZVPD basis set).

Calculated values
ΔE to the lowest compared entry with this formula, charge and spin = 28.2 kcal per mole
energy = -1423.584688 a.u.
spin multiplicity = 1
E_LUMO = -1.348 eV

Cartesian coordinates (Å):
C -0.693 -0.610 -0.345
C 0.817 -0.124 -0.245
O 3.581 0.203 1.184
O 3.623 0.707 -1.158
S -0.246 -2.446 -0.098
S 1.614 -1.621 0.419
S 4.220 -0.063 -0.092
H -1.155 -0.230 0.559
H -1.471 -0.418 -1.118
H 1.423 0.274 -1.034
H 0.913 0.744 0.577


[2]
Entry from the OMol25 dataset: one molecule with the formula C2H4O2Si (ωB97M-V with the def2-TZVPD basis set).

Calculated values
ΔE to the lowest compared entry with this formula, charge and spin = 106.5 kcal per mole
energy = -518.438211 a.u.
spin multiplicity = 1
E_LUMO (alpha / beta) = -0.627 / -0.706 eV

Cartesian coordinates (Å):
C 0.353 -0.073 1.260
C 1.453 -0.511 2.106
O 0.125 -0.153 -0.063
O 1.378 -0.313 3.311
Si -0.668 0.369 -1.401
H -0.494 0.400 1.778
H 2.231 -1.184 1.855
H 0.346 -0.263 -2.208
H -2.084 0.737 -1.282


[3]
Entry from the OMol25 dataset: an isolated ion of composition C2H4O3P and charge -1 (ωB97M-V with the def2-TZVPD basis set).

Calculated values
total charge = -1
ΔE to the lowest compared entry with this formula, charge and spin = 101.6 kcal per mole
energy = -645.642559 a.u.
spin multiplicity = 1
E_LUMO = 4.359 eV

Cartesian coordinates (Å):
O 1.224 -2.280 -0.110
P 0.570 -1.384 0.918
C -0.765 -0.302 0.017
C -0.080 0.905 -0.432
O 0.692 1.408 0.539
O 1.462 0.317 1.054
H -1.555 -0.125 0.834
H -1.254 -1.035 -0.790
H 0.519 0.864 -1.368
H -0.812 1.633 -0.662


[4]
Entry from the OMol25 dataset: an isolated ion of composition C2H4O3P and charge -1 (ωB97M-V with the def2-TZVPD basis set).

Calculated values
total charge = -1
ΔE to the lowest compared entry with this formula, charge and spin = 110.8 kcal per mole
energy = -645.497109 a.u.
spin multiplicity = 3
E_LUMO (alpha / beta) = 3.954 / 2.888 eV

Cartesian coordinates (Å):
C 0.493 -0.682 -0.128
C -0.693 -0.001 0.375
O -3.266 0.609 0.464
O 1.836 -0.068 0.056
O 2.091 1.270 -0.278
P -2.284 -0.015 -0.448
H 0.781 -1.550 0.501
H 0.305 -1.115 -1.127
H -0.618 0.088 1.453
H 1.354 1.465 -0.869


[5]
Entry from the OMol25 dataset: an isolated ion of composition C2H4O3PS and charge -1 (ωB97M-V with the def2-TZVPD basis set).

Calculated values
total charge = -1
ΔE to the lowest compared entry with this formula, charge and spin = 51.4 kcal per mole
energy = -1043.920671 a.u.
spin multiplicity = 1
E_LUMO = 3.304 eV

Cartesian coordinates (Å):
O -1.938 -1.538 0.180
P -1.989 -0.080 -0.075
S -0.370 0.996 0.698
C 0.841 -0.192 0.787
C 1.992 -0.080 0.008
O 3.010 -0.689 0.178
O 1.879 0.708 -1.289
H -2.171 0.043 -1.455
H -3.280 0.428 0.436
H 0.954 -0.757 1.713
H 1.073 1.162 -1.182


[6]
Entry from the OMol25 dataset: one molecule with the formula C2H4O3S (ωB97M-V with the def2-TZVPD basis set).

Calculated values
ΔE to the lowest compared entry with this formula, charge and spin = 34.2 kcal per mole
energy = -702.439052 a.u.
spin multiplicity = 1
E_LUMO = 0.580 eV

Cartesian coordinates (Å):
O -1.907 -0.007 0.838
C -0.848 -0.713 0.464
O -0.377 -0.792 -0.829
C 0.401 -0.029 0.026
O 0.263 1.483 -0.248
S 2.051 -0.391 0.470
H -1.794 0.912 0.491
H -0.781 -1.704 1.027
H -0.575 1.366 -0.752
H 2.393 0.875 0.322


[7]
Entry from the OMol25 dataset: C2H4O3S2 as an isolated structure (ωB97M-V with the def2-TZVPD basis set).

Calculated values
ΔE to the lowest compared entry with this formula, charge and spin = 60.1 kcal per mole
energy = -1100.598662 a.u.
spin multiplicity = 1
E_LUMO = 0.405 eV

Cartesian coordinates (Å):
C 1.034 0.325 -0.646
C -0.108 -0.623 -0.309
O -1.444 0.898 1.488
O 0.611 -0.313 2.279
O 0.830 1.268 0.420
S -1.526 -0.514 -1.462
S -0.147 0.277 1.246
H 2.104 0.025 -0.731
H 0.909 0.838 -1.521
H 0.208 -2.004 -0.092
H -2.472 -0.175 -0.672


[8]
Entry from the OMol25 dataset: one molecule with the formula C2H4O4S (ωB97M-V with the def2-TZVPD basis set).

Calculated values
ΔE to the lowest compared entry with this formula, charge and spin = 81.0 kcal per mole
energy = -777.613515 a.u.
spin multiplicity = 1
E_LUMO (alpha / beta) = -1.144 / -1.146 eV

Cartesian coordinates (Å):
O -1.527 -2.586 0.142
S -1.036 -1.268 0.418
O -0.944 -1.009 1.862
C 0.377 -0.526 -0.376
O 0.501 -0.874 -1.678
C 0.604 1.130 -0.006
O -0.453 1.563 0.714
H 0.941 -0.157 -2.135
H 0.462 1.710 -0.876
H 1.623 0.973 0.413
H -0.549 1.044 1.520


[9]
Entry from the OMol25 dataset: a 2-piece molecular cluster, C2H4O4S overall (ωB97M-V with the def2-TZVPD basis set).

Calculated values
ΔE to the lowest compared entry with this formula, charge and spin = 41.7 kcal per mole
energy = -777.676284 a.u.
spin multiplicity = 1
E_LUMO = 0.566 eV

Cartesian coordinates (Å):
C 0.298 2.145 0.814
C 0.631 1.230 -0.069
O -0.776 -1.460 -1.608
O -0.147 -3.227 -0.001
O 1.230 0.497 -0.798
O -0.444 -0.825 0.664
S 0.250 -1.920 -0.450
H 0.550 3.178 0.433
H 0.195 2.194 1.898
H -0.573 -0.567 -1.928
H -1.216 -1.246 1.045


[10]
Entry from the OMol25 dataset: one molecule with the formula C2H4OS (ωB97M-V with the def2-TZVPD basis set).

Calculated values
ΔE to the lowest compared entry with this formula, charge and spin = 81.1 kcal per mole
energy = -551.899444 a.u.
spin multiplicity = 1
E_LUMO (alpha / beta) = -0.916 / -0.915 eV

Cartesian coordinates (Å):
C -0.476 0.012 -0.269
C 1.033 -0.446 -0.185
O -0.995 0.626 0.814
S -2.622 1.425 1.296
H -1.147 -0.073 -1.055
H 1.310 -1.438 -0.631
H 1.356 -0.333 0.821
H 1.540 0.227 -0.791


[11]
Entry from the OMol25 dataset: one molecule with the formula C2H4OS (ωB97M-V with the def2-TZVPD basis set).

Calculated values
ΔE to the lowest compared entry with this formula, charge and spin = 29.5 kcal per mole
energy = -551.981698 a.u.
spin multiplicity = 1
E_LUMO = 0.892 eV

Cartesian coordinates (Å):
O -0.538 1.662 -0.145
C 0.181 0.659 0.519
C 0.390 -0.689 -0.082
S 1.882 0.249 -0.052
H -0.458 1.535 -1.161
H -0.077 0.927 1.522
H 0.403 -1.629 0.527
H -0.031 -0.763 -0.989


[12]
Entry from the OMol25 dataset: C2H4OS2 as an isolated structure (ωB97M-V with the def2-TZVPD basis set).

Calculated values
ΔE to the lowest compared entry with this formula, charge and spin = 105.0 kcal per mole
energy = -950.041305 a.u.
spin multiplicity = 1
E_LUMO (alpha / beta) = -0.195 / -0.766 eV

Cartesian coordinates (Å):
C 0.349 -0.704 -0.403
C -0.656 1.695 0.252
O 1.636 -3.384 -0.328
S 0.274 -3.021 -0.538
S -0.969 0.213 -0.803
H 1.026 -0.507 0.318
H -0.944 2.607 -0.241
H 0.458 1.724 0.693
H -1.174 1.378 1.051


[13]
Entry from the OMol25 dataset: one molecule with the formula C2H4OS2 (ωB97M-V with the def2-TZVPD basis set).

Calculated values
ΔE to the lowest compared entry with this formula, charge and spin = 70.8 kcal per mole
energy = -950.095933 a.u.
spin multiplicity = 1
E_LUMO = 0.613 eV

Cartesian coordinates (Å):
S -0.775 1.471 1.778
C -0.803 0.561 0.201
O 0.154 0.700 -0.789
C 0.606 -0.495 -0.273
S 0.119 -2.049 -1.115
H 0.572 1.559 2.282
H -1.802 0.295 -0.220
H 1.467 -0.543 0.456
H 0.461 -1.500 -2.319


[14]
Entry from the OMol25 dataset: a 2-piece molecular cluster, C2H4OS2 overall (ωB97M-V with the def2-TZVPD basis set).

Calculated values
ΔE to the lowest compared entry with this formula, charge and spin = 48.9 kcal per mole
energy = -950.130781 a.u.
spin multiplicity = 1
E_LUMO = -1.763 eV

Cartesian coordinates (Å):
C 0.379 0.194 -0.899
C -0.498 1.230 -1.130
O -0.394 -2.592 1.876
S 0.154 0.116 2.002
S 0.679 -1.716 2.229
H 0.077 -0.841 -0.900
H 1.338 0.321 -0.554
H -0.395 2.266 -0.823
H -1.340 1.023 -1.802


[15]
Entry from the OMol25 dataset: one molecule with the formula C2H4OS3 (ωB97M-V with the def2-TZVPD basis set).

Calculated values
ΔE to the lowest compared entry with this formula, charge and spin = 8.2 kcal per mole
energy = -1348.395312 a.u.
spin multiplicity = 1
E_LUMO = 0.064 eV

Cartesian coordinates (Å):
C 1.420 0.827 -0.654
C 0.420 -0.130 -0.221
O -0.208 -0.980 -0.714
S -0.019 0.292 1.590
S -1.270 -1.359 1.885
S -3.044 -0.913 0.744
H 2.428 0.265 -0.766
H 1.393 1.691 0.056
H 1.155 1.302 -1.640
H -2.274 -0.995 -0.279


[16]
Entry from the OMol25 dataset: a 2-piece molecular cluster, C2H4OSi overall (ωB97M-V with the def2-TZVPD basis set).

Calculated values
ΔE to the lowest compared entry with this formula, charge and spin = 94.0 kcal per mole
energy = -443.122518 a.u.
spin multiplicity = 1
E_LUMO (alpha / beta) = -2.177 / -2.175 eV

Cartesian coordinates (Å):
C 2.972 -0.281 -0.139
C 1.815 0.050 -0.084
O -1.959 -0.803 -0.054
Si -1.348 0.708 -0.148
H 3.950 -0.728 0.219
H -1.762 -1.660 0.197
H -2.519 1.152 -0.975
H -1.148 1.563 0.985


[17]
Entry from the OMol25 dataset: a 2-piece molecular cluster, C2H4OSi overall (ωB97M-V with the def2-TZVPD basis set).

Calculated values
ΔE to the lowest compared entry with this formula, charge and spin = 72.3 kcal per mole
energy = -443.059472 a.u.
spin multiplicity = 3
E_LUMO (alpha / beta) = 0.522 / -4.134 eV

Cartesian coordinates (Å):
C 0.701 -1.667 1.155
C 0.881 -2.352 0.144
O -0.879 0.511 -0.095
Si -0.787 1.902 -0.678
H 0.524 -1.115 1.988
H -0.185 2.481 -1.858
H -1.067 3.177 0.000
H 0.810 -2.938 -0.656


[18]
Entry from the OMol25 dataset: C2H4P2 as an isolated structure (ωB97M-V with the def2-TZVPD basis set).

Calculated values
ΔE to the lowest compared entry with this formula, charge and spin = 63.1 kcal per mole
energy = -761.154395 a.u.
spin multiplicity = 1
E_LUMO = -0.223 eV

Cartesian coordinates (Å):
C 0.391 -0.790 0.313
C 0.426 0.412 -0.452
P -1.194 -0.546 -0.392
P 0.294 1.457 1.178
H 1.089 -1.314 0.942
H 1.194 0.783 -1.137
H -1.029 -1.452 -1.388
H -1.172 1.451 0.935


[19]
Entry from the OMol25 dataset: a 2-piece molecular cluster, C2H4S2 overall (ωB97M-V with the def2-TZVPD basis set).

Calculated values
ΔE to the lowest compared entry with this formula, charge and spin = 70.3 kcal per mole
energy = -874.848178 a.u.
spin multiplicity = 1
E_LUMO = -0.139 eV

Cartesian coordinates (Å):
C -1.574 0.770 -0.167
C 0.069 -0.595 -0.032
S -2.908 -0.034 0.032
S 1.451 0.536 -0.008
H -1.477 1.926 -0.153
H -0.162 -0.901 0.976
H 0.000 -1.261 -0.822
H 1.568 0.357 1.328


[20]
Entry from the OMol25 dataset: a 2-piece molecular cluster, C2H4S3 overall (ωB97M-V with the def2-TZVPD basis set).

Calculated values
ΔE to the lowest compared entry with this formula, charge and spin = 84.9 kcal per mole
energy = -1273.016590 a.u.
spin multiplicity = 1
E_LUMO (alpha / beta) = -0.071 / -2.779 eV

Cartesian coordinates (Å):
C 3.070 -0.094 0.027
C 1.068 -0.680 1.561
S 4.537 -0.432 -0.414
S -1.443 -2.154 -0.172
S 1.659 0.561 0.376
H 0.963 -0.122 2.525
H 1.790 -1.552 1.764
H 0.134 -0.866 1.095
H -2.859 -2.183 0.062